19
Properties=species:S:1:pos:R:3:forces:R:3 method="wB97M-V/def2-TZVPD" smiles=NCNCCO.O e_lumo_ev=0.839 total_energy_ev=-10379.6609 de_lowest_kcal_mol=43.6
N 1.997785 0.962977 0.068194 0.798 0.099 -0.232
C 0.849284 1.790416 0.019708 -0.063 1.387 0.783
N -0.252090 1.325538 -0.882335 0.172 -0.099 1.848
C -1.359470 0.784125 -0.052693 -0.984 -0.256 -0.441
C -1.785673 -0.604839 -0.542039 1.185 0.010 0.083
O -0.787952 -1.645624 -0.471294 0.687 0.696 -0.052
H 2.034239 0.038405 0.469467 -0.423 0.070 0.028
H 2.699415 1.156065 -0.628726 -0.093 -0.211 0.137
H 0.471973 2.039564 1.030342 -0.267 -0.927 -0.191
H 1.197985 2.812921 -0.185239 -0.016 -0.307 -0.996
H 0.210888 0.524979 -1.292095 -0.171 0.004 -0.558
H -1.198253 0.857738 1.021750 0.616 -0.407 0.148
H -2.292645 1.361400 -0.147105 0.279 0.246 -0.414
H -2.549638 -1.053613 0.090145 -0.613 0.521 -0.505
H -2.007524 -0.425404 -1.599816 -0.696 -0.487 0.143
H 0.093363 -1.302142 -0.726684 -0.657 -0.267 -0.004
O 0.993133 -2.020209 1.446985 0.674 0.207 0.696
H 1.081370 -1.780662 2.381148 -0.051 -0.120 -0.341
H 0.113018 -1.748649 1.169793 -0.377 -0.160 -0.130

---

10
Properties=species:S:1:pos:R:3:forces:R:3 method="wB97M-V/def2-TZVPD" e_lumo_ev=-1.554 total_energy_ev=-5249.1761 de_lowest_kcal_mol=150.3
C -0.971816 -0.189621 -0.328757 0.147 -1.429 -1.735
O 0.613820 1.914687 0.178301 -0.584 -0.412 -0.939
C -0.115229 -0.299739 0.728940 0.994 2.664 2.831
C 0.461674 -1.271784 -0.065477 -1.101 -0.231 -1.673
H -1.841101 -0.783371 -0.560322 0.186 -0.419 0.044
H -0.786610 0.699095 -0.954889 -0.087 0.361 0.776
H 0.951616 2.819714 0.249144 0.218 -0.484 0.477
H 0.203911 0.461661 1.442777 0.052 -0.233 0.003
H 0.156636 -2.307781 -0.030333 -0.493 0.098 -0.227
H 1.327097 -1.042861 -0.659384 0.669 0.085 0.442

---

58
Properties=species:S:1:pos:R:3:forces:R:3 method="wB97M-V/def2-TZVPD" smiles="CCOc1cc(NC(=S)NCc2ccco2)c(OCC)cc1NC(=O)CC(C)C" e_lumo_ev=0.523 total_energy_ev=-45743.4216 de_lowest_kcal_mol=45.4
C 3.185430 1.237807 3.043375 -0.279 -0.306 -0.070
C 2.167591 0.161104 3.404530 0.264 0.300 0.327
O 1.823292 -0.654602 2.300704 -0.214 -0.156 -0.444
C 0.999858 -0.166000 1.321448 -0.037 -0.032 -0.234
C 0.311010 1.028391 1.370403 0.056 -0.145 0.096
C -0.533426 1.441276 0.332849 -0.005 -0.541 -0.423
N -1.158336 2.685238 0.499765 0.173 0.118 0.027
C -2.444369 3.098964 0.281946 -0.116 -0.140 -0.090
S -2.871849 4.565126 0.928407 -0.197 0.770 0.372
N -3.281255 2.334786 -0.425881 0.530 -0.234 -0.052
C -4.663682 2.693465 -0.661276 -0.344 -0.162 0.147
C -5.572242 2.005519 0.305428 0.079 0.760 0.503
C -5.918677 2.313204 1.587903 0.167 0.018 -0.600
C -6.774017 1.272940 2.025762 -0.117 -0.462 -0.335
C -6.879425 0.411634 0.979076 -0.311 0.010 0.818
O -6.153885 0.842631 -0.066072 0.164 -0.072 -0.483
C -0.636129 0.630847 -0.801077 0.066 0.171 0.239
O -1.419221 0.964765 -1.894238 0.072 -0.394 0.426
C -0.920406 2.035855 -2.689127 0.278 0.402 -0.382
C 0.387177 1.682201 -3.384302 -0.329 -0.058 0.254
C 0.042044 -0.581226 -0.848302 -0.082 -0.002 -0.015
C 0.849767 -0.999194 0.192579 -0.101 0.327 -0.024
N 1.551371 -2.202576 0.196834 0.090 0.092 0.534
C 1.710587 -3.104208 -0.814379 0.163 -0.361 0.373
O 1.201869 -2.993321 -1.907891 -0.116 0.051 -0.333
C 2.608430 -4.266213 -0.429180 0.155 -0.088 -0.176
C 4.090831 -3.994733 -0.754728 -0.021 0.118 -0.045
C 4.624719 -2.776106 -0.004268 0.068 -0.263 -0.117
C 4.291070 -3.830071 -2.258362 0.049 -0.092 0.202
H 2.784504 1.917032 2.295256 0.014 0.101 -0.034
H 4.084665 0.777548 2.641373 0.090 -0.019 -0.019
H 3.446713 1.805498 3.931732 0.040 0.090 0.091
H 1.270106 0.601173 3.854167 0.040 -0.105 -0.034
H 2.603408 -0.536220 4.125555 -0.129 0.130 -0.043
H 0.394292 1.676244 2.229342 0.013 0.019 0.123
H -0.692739 3.297592 1.159563 -0.197 -0.028 -0.228
H -2.935698 1.481738 -0.848320 0.037 0.144 -0.011
H -4.930863 2.408494 -1.681145 0.024 0.061 0.035
H -4.752113 3.776640 -0.535750 -0.017 -0.239 -0.121
H -5.603212 3.173877 2.140752 0.132 0.217 0.041
H -7.243471 1.184525 2.983861 -0.137 -0.091 0.173
H -7.420437 -0.505416 0.854879 -0.035 -0.124 -0.116
H -0.792163 2.937396 -2.076643 -0.097 -0.093 -0.054
H -1.708177 2.217928 -3.423755 0.072 0.056 0.096
H 1.173773 1.514923 -2.651371 0.108 0.008 -0.001
H 0.264578 0.776651 -3.972883 0.025 -0.080 -0.091
H 0.683172 2.495988 -4.040222 0.060 0.094 -0.065
H -0.059152 -1.197152 -1.726081 -0.008 -0.017 -0.032
H 2.054327 -2.360020 1.059483 -0.032 -0.111 -0.193
H 2.282963 -5.136082 -1.001529 -0.088 0.044 0.064
H 2.501183 -4.486183 0.634636 -0.022 -0.032 0.025
H 4.656284 -4.874001 -0.423237 -0.090 0.053 -0.008
H 4.138255 -1.865938 -0.347944 -0.021 0.134 0.004
H 4.468444 -2.876699 1.068514 -0.009 0.064 0.156
H 5.693416 -2.673254 -0.179593 0.100 0.053 0.012
H 5.338937 -3.645129 -2.483617 0.109 0.019 -0.048
H 3.702363 -2.996878 -2.633113 -0.044 0.088 -0.096
H 3.978515 -4.727778 -2.785835 -0.041 -0.065 -0.125

---

49
Properties=species:S:1:pos:R:3:forces:R:3 method="wB97M-V/def2-TZVPD" e_lumo_ev="4.557 / 4.556" charge=-2 multiplicity=3 total_energy_ev=-259788.6054 de_lowest_kcal_mol=22.9
Ni 0.267180 0.273324 -0.915647 -0.067 0.155 0.394
O -1.060775 3.660717 4.434799 0.011 0.028 -0.001
C -0.112256 3.657871 3.431242 -0.060 0.069 -0.018
O 0.575525 4.626336 3.301310 0.062 -0.031 0.043
C -0.077855 2.410509 2.651400 0.058 -0.034 -0.026
C -0.573529 1.185058 3.093032 0.029 -0.042 0.057
N -0.360164 0.280480 2.139707 -0.058 -0.046 -0.108
N 0.203330 0.859661 1.078953 -0.098 -0.027 -0.061
C 0.396884 2.136739 1.338342 0.019 -0.021 -0.033
C 0.871362 2.942909 0.125674 -0.022 0.015 0.058
O 1.367866 4.050182 0.275007 -0.069 0.019 0.019
O 0.652571 2.316949 -0.966099 0.067 -0.043 -0.209
H -1.639248 2.899586 4.319392 -0.025 -0.035 -0.020
H -1.051948 0.887402 4.014357 0.001 0.024 0.006
H -0.938677 -0.587657 1.882920 0.055 0.062 0.054
C -2.939460 -2.159100 -3.064226 0.051 0.013 0.008
Ge -1.043788 -2.383227 -2.552599 -0.027 0.033 -0.044
C -0.028810 -1.720607 -4.115466 -0.033 -0.021 -0.018
C -0.707202 -4.327907 -2.450723 -0.033 0.011 0.018
C -0.589059 -1.509167 -0.883907 0.096 0.003 -0.053
H -3.157839 -2.754233 -3.955901 0.001 0.009 -0.004
H -3.153573 -1.110179 -3.279703 0.002 0.002 0.003
H -3.585047 -2.470160 -2.243143 0.007 -0.010 0.002
H -0.423942 -2.172168 -5.030888 0.017 -0.001 -0.003
H 1.030992 -1.961109 -4.031538 0.004 -0.008 0.037
H -0.122210 -0.635583 -4.197967 -0.005 -0.004 0.004
H -1.068773 -4.850086 -3.340946 0.001 0.007 -0.006
H -1.215413 -4.734509 -1.573430 -0.004 0.000 -0.006
H 0.365050 -4.502145 -2.345625 0.000 0.019 0.004
H 0.140810 -2.171496 -0.408531 0.028 -0.003 -0.048
Se 2.640693 -0.075443 -1.606270 0.024 -0.136 -0.045
C 2.758144 -1.906362 -1.765722 0.000 0.089 0.060
N 2.867637 -3.055183 -1.868841 -0.005 0.001 -0.036
C -4.968741 0.312827 2.411870 -0.009 -0.001 -0.004
N -4.816520 -1.113645 2.606190 0.011 0.003 -0.012
C -5.344367 -2.060017 1.746786 0.005 -0.004 -0.014
C -4.778237 -3.231765 2.087144 0.012 0.005 0.006
N -3.930003 -2.956181 3.145268 0.002 -0.002 -0.031
C -2.929443 -3.885488 3.619770 -0.021 0.003 0.014
C -3.915510 -1.639824 3.474842 0.017 0.066 0.082
Se -2.161993 -1.448322 0.338007 -0.067 -0.173 -0.073
H -5.940559 0.521562 1.963431 -0.010 0.000 0.017
H -4.182040 0.675619 1.747249 -0.006 0.005 -0.007
H -4.900629 0.810557 3.376633 0.026 0.000 0.000
H -6.019118 -1.810330 0.947471 0.006 -0.002 -0.003
H -4.861645 -4.208783 1.645646 -0.002 0.005 -0.008
H -3.338603 -4.896741 3.642262 -0.002 -0.001 0.009
H -2.629983 -3.591028 4.622609 0.012 0.013 -0.008
H -2.063928 -3.855257 2.955013 0.001 -0.015 0.000

---

23
Properties=species:S:1:pos:R:3:forces:R:3 method="wB97M-V/def2-TZVPD" e_lumo_ev=0.544 total_energy_ev=-23881.5968 de_lowest_kcal_mol=65.9
C 1.086906 1.361358 2.487125 0.864 -0.966 1.460
C 1.101845 2.558634 1.917472 -0.403 0.694 -2.257
C 0.566065 0.345111 1.630016 -0.924 0.750 0.117
C 0.184385 0.860248 0.425543 0.819 -0.721 -0.271
C 0.277124 -1.934738 2.668477 -0.540 1.393 3.214
C -0.338789 -1.492540 0.060475 0.841 -1.355 3.059
C -0.144332 -0.202421 -0.638819 -1.795 3.083 -0.637
C 1.048094 -0.158346 -1.633439 -1.637 2.224 0.917
C -1.543108 0.370613 -1.261686 2.924 -0.598 0.533
N 0.223232 -0.989026 1.776958 -0.037 -0.900 -5.830
O 0.004006 -3.100129 2.527384 0.229 -0.636 -0.138
S 0.533513 2.560961 0.299716 -0.626 -1.257 -0.287
H 1.613578 1.272969 3.426995 -0.370 -0.574 0.207
H 1.562965 3.478691 2.088501 0.633 1.055 1.379
H 0.377704 -1.366658 3.678766 0.376 -1.329 -0.561
H -1.327871 -1.826884 0.447207 0.556 0.512 -0.926
H 0.202327 -2.381538 -0.460033 -0.599 1.538 1.583
H 1.071653 -0.828621 -2.415700 -0.281 -2.073 -1.443
H 1.966554 -0.185971 -1.089033 0.657 0.053 0.284
H 0.911495 0.807786 -2.147275 0.598 -0.088 0.299
H -1.910309 -0.298739 -1.953540 -0.979 -1.530 -1.608
H -1.388973 1.298087 -1.751396 0.616 0.899 -0.666
H -2.278415 0.600090 -0.554877 -0.923 -0.175 1.572

---

42
Properties=species:S:1:pos:R:3:forces:R:3 method="wB97M-V/def2-TZVPD" smiles="CC(=O)NCC(=O)O.O.O.O.O.O.O.O.O.O" e_lumo_ev=-0.485 total_energy_ev=-30613.1219 de_lowest_kcal_mol=46.3
C -1.259399 -3.534983 -0.811913 1.338 2.906 0.242
C -1.851969 -2.440898 0.071503 -0.873 0.559 -0.352
O -3.039524 -2.160875 0.004906 0.328 -0.477 0.277
N -1.035002 -1.533911 0.719757 1.322 -0.296 0.746
C 0.272707 -1.781515 1.381479 -0.689 0.176 -2.607
C 1.413675 -1.660371 0.361492 0.632 -0.382 0.022
O 1.325601 -1.738610 -0.823374 -0.021 0.409 -0.499
O 2.612700 -1.574130 0.996299 0.022 0.346 1.214
H -1.662046 -3.205480 -1.754634 -1.038 -1.187 -0.561
H -0.253177 -3.184841 -1.033539 0.511 -0.652 0.539
H -1.271808 -4.535418 -0.459425 -0.543 -0.776 -0.072
H -1.532461 -0.799015 1.199011 -0.406 -0.168 -0.131
H 0.385566 -0.965353 2.063876 0.166 -0.124 0.932
H 0.348908 -2.785368 1.775233 -0.031 0.058 0.693
H 3.414087 -1.332852 0.512017 -0.563 -0.193 -0.767
O 0.240879 1.093464 -1.143806 0.041 -0.343 0.635
H -0.265992 0.301282 -0.895645 0.481 0.057 -0.452
H 0.713950 0.919235 -1.983212 -0.654 0.015 0.236
O -3.095560 3.592950 -1.612758 -0.571 0.376 0.612
H -3.363619 2.783169 -2.045171 -0.210 -0.348 -0.078
H -2.324804 3.831212 -2.111258 0.504 0.365 -0.205
O 3.767787 2.702495 1.194365 0.884 0.094 0.471
H 2.881566 2.884371 1.496593 -0.555 -0.040 -0.262
H 3.738172 2.114172 0.443726 -0.434 -0.041 -0.239
O -4.554852 0.180104 -0.368365 -0.159 0.580 0.047
H -4.026489 -0.215008 0.332046 -0.060 -0.307 -0.249
H -4.168398 -0.138488 -1.187683 0.048 -0.207 0.079
O -1.690217 1.691567 -2.986371 -0.041 0.121 0.160
H -1.470223 1.636063 -2.040858 0.034 -0.275 -0.187
H -1.159935 2.463937 -3.204886 0.098 -0.059 -0.478
O 1.505240 0.524221 -3.545160 -1.065 0.222 0.107
H 2.050007 -0.002030 -2.952459 0.788 0.077 -0.881
H 1.897151 0.957647 -4.316708 0.556 -0.583 0.748
O 1.198161 0.967089 3.681048 0.889 -0.512 -0.178
H 1.855798 0.325118 3.357220 -0.549 0.292 -0.115
H 1.759344 1.463928 4.287438 -0.315 0.337 0.171
O 2.109902 -2.525559 3.547827 1.204 0.494 -0.735
H 2.699381 -2.704352 2.792891 -0.461 -1.186 0.069
H 2.427092 -1.614155 3.541578 -0.609 0.423 1.071
O 0.049066 3.461997 0.263497 0.578 0.453 -0.191
H 0.019840 2.566950 0.603695 -0.281 -0.081 -0.077
H -0.661093 3.972249 0.649717 -0.293 -0.120 0.244